Formula: C26H18BrN6O6PrS
Source: the Open Molecules 2025 dataset
Level of theory: ωB97M-V with the def2-TZVPD basis set

```
! RIJCOSX wB97M-V def2-TZVPD def2/J DEFGRID3
* xyz 0 3
Pr -20.337 -0.985 -5.275
N -21.542 -5.691 -5.627
C -21.030 -4.469 -5.308
S -22.121 -3.364 -4.530
N -19.726 -4.363 -5.631
N -19.134 -3.207 -5.325
C -17.804 -3.110 -5.324
C -16.930 -4.317 -5.313
C -17.234 -5.462 -6.053
C -16.363 -6.546 -6.100
C -15.200 -6.552 -5.330
C -14.942 -5.453 -4.509
C -15.764 -4.326 -4.532
C -17.215 -1.789 -5.297
C -16.018 -1.485 -5.977
C -15.558 -0.188 -5.909
C -16.162 0.747 -5.054
C -17.354 0.399 -4.449
N -17.895 -0.822 -4.659
H -22.530 -5.853 -5.459
H -21.009 -6.337 -6.212
H -18.176 -5.460 -6.630
H -16.592 -7.398 -6.756
H -14.500 -7.398 -5.353
H -14.101 -5.439 -3.818
H -15.471 -3.439 -3.972
H -15.483 -2.282 -6.498
H -14.734 0.114 -6.582
H -15.738 1.759 -4.931
H -17.898 1.085 -3.815
O -19.538 0.703 -6.785
C -19.163 0.795 -8.010
C -19.473 -0.119 -9.059
C -19.158 0.243 -10.368
C -19.728 -0.506 -11.410
C -20.631 -1.608 -11.153
C -20.799 -2.034 -9.864
C -20.175 -1.367 -8.726
O -20.213 -1.863 -7.559
N -19.470 -0.120 -12.790
O -20.072 -0.729 -13.692
O -18.676 0.811 -13.004
H -18.546 1.642 -8.393
H -18.511 1.094 -10.598
H -21.172 -2.104 -11.968
H -21.392 -2.914 -9.600
Br -23.652 -0.958 -7.339
C -23.362 0.524 -6.182
C -24.217 1.601 -6.373
C -24.183 2.678 -5.500
C -23.272 2.652 -4.452
C -22.345 1.599 -4.407
N -22.437 0.491 -5.215
C -21.194 1.653 -3.434
O -21.109 2.693 -2.775
O -20.441 0.621 -3.401
H -24.936 1.551 -7.218
H -24.872 3.508 -5.659
H -23.178 3.410 -3.684
*
```

Output
**ΔE to the lowest compared entry with this formula, charge and spin**: 0.0 kJ/mol
**Orbital gap (spin up / spin down)**: 6.952 / 6.960 eV
**Molar mass**: 763.345 u
**Electronic energy**: -5270.85177 Eh


Formula: C26H18Cl2N6O2RhSe
Source: the Open Molecules 2025 dataset
Level of theory: ωB97M-V with the def2-TZVPD basis set

```
! RIJCOSX wB97M-V def2-TZVPD def2/J DEFGRID3
* xyz 1 5
Rh 0.055 -0.486 -0.139
Cl -3.315 -4.461 4.221
C -2.923 -3.296 3.023
C -1.620 -3.132 2.656
C -1.288 -2.173 1.662
N -0.062 -1.919 1.196
C 1.178 -2.542 1.593
O 1.209 -3.583 2.255
C 2.292 -1.829 1.072
C 3.620 -2.185 1.403
C 4.661 -1.440 0.938
C 4.398 -0.302 0.117
C 3.110 0.000 -0.194
N 2.050 -0.733 0.230
C -2.335 -1.354 1.082
C -3.649 -1.549 1.468
C -3.946 -2.511 2.423
Cl -5.576 -2.736 2.872
N -1.869 -0.426 0.162
C -2.596 0.537 -0.500
O -3.790 0.700 -0.448
C -1.704 1.394 -1.374
C -2.245 2.413 -2.124
C -1.413 3.158 -2.947
C -0.066 2.847 -2.992
C 0.408 1.812 -2.205
N -0.387 1.103 -1.402
H -0.837 -3.726 3.100
H 3.762 -3.041 2.050
H 5.677 -1.695 1.205
H 5.200 0.322 -0.251
H 2.887 0.856 -0.816
H -4.433 -0.953 1.028
H -3.308 2.596 -2.046
H -1.812 3.963 -3.550
H 0.616 3.394 -3.627
H 1.452 1.535 -2.221
C -2.343 -4.296 -0.702
N -0.909 -4.534 -0.641
C 0.044 -3.769 -1.190
Se -0.185 -2.192 -2.166
N 1.226 -4.347 -0.945
C 1.052 -5.514 -0.215
C 1.947 -6.456 0.271
C 1.406 -7.521 0.962
C 0.022 -7.642 1.163
C -0.866 -6.704 0.673
C -0.317 -5.636 -0.024
H -2.519 -3.261 -0.982
H -2.777 -4.487 0.278
H -2.805 -4.950 -1.440
H 2.105 -3.941 -1.228
H 3.013 -6.358 0.117
H 2.063 -8.283 1.357
H -0.360 -8.491 1.712
H -1.932 -6.799 0.831
*
```

Output
**ΔE to the lowest compared entry with this formula, charge and spin**: 0.0 kJ/mol
**Orbital gap (spin up / spin down)**: 5.134 / 6.033 eV
**Molar mass**: 699.242 u
**Electronic energy**: -4912.78777 Eh


Formula: C26H18N4O11P2Re
Source: the Open Molecules 2025 dataset
Level of theory: ωB97M-V with the def2-TZVPD basis set

```
! RIJCOSX wB97M-V def2-TZVPD def2/J DEFGRID3
* xyz 0 4
Re -0.964 0.869 -0.416
O 1.403 -5.471 -1.377
C 1.261 -4.783 -2.371
O 1.555 -4.840 -3.549
C 0.487 -3.418 -2.005
C 0.591 -2.310 -2.833
C 0.030 -1.113 -2.409
N -0.570 -1.021 -1.208
C -0.827 -2.141 -0.491
C -0.280 -3.365 -0.855
C -1.765 -1.874 0.582
C -2.229 -2.806 1.508
C -3.208 -2.439 2.408
C -3.733 -1.151 2.327
C -3.223 -0.269 1.397
N -2.230 -0.593 0.561
C -0.073 0.134 -3.158
C 0.606 0.417 -4.335
C 0.398 1.642 -4.947
C -0.525 2.523 -4.396
C -1.171 2.167 -3.223
N -0.935 1.017 -2.603
H 1.103 -2.406 -3.776
H -0.423 -4.255 -0.264
H -1.807 -3.798 1.514
H -3.565 -3.137 3.150
H -4.523 -0.833 2.989
H -3.601 0.742 1.318
H 1.319 -0.289 -4.729
H 0.948 1.902 -5.839
H -0.721 3.482 -4.848
H -1.886 2.826 -2.745
O -2.149 3.744 2.383
C -1.739 2.795 1.755
O -2.180 2.370 0.635
C -0.684 1.872 2.384
C -0.324 2.026 3.731
C 0.395 1.035 4.339
C 0.814 -0.076 3.580
C 1.470 -1.191 4.147
C 1.916 -2.214 3.358
C 1.805 -2.119 1.962
C 1.156 -1.062 1.387
C 0.558 -0.063 2.180
N -0.261 0.874 1.638
H -0.676 2.904 4.249
H 0.655 1.094 5.386
H 1.618 -1.216 5.217
H 2.396 -3.076 3.795
H 2.245 -2.880 1.336
H 1.183 -0.916 0.325
O 3.947 1.150 -0.837
P 2.440 1.533 -0.481
O 2.240 1.776 0.966
O 1.557 0.509 -1.138
O 2.306 2.938 -1.334
P 0.984 3.760 -0.928
O 0.615 4.473 -2.329
O 1.180 4.755 0.127
O -0.093 2.699 -0.740
H 4.539 1.690 -0.315
H 0.646 5.411 -2.153
*
```

Output
**ΔE to the lowest compared entry with this formula, charge and spin**: 164.5 kJ/mol
**Orbital gap (spin up / spin down)**: 6.593 / 5.286 eV
**Molar mass**: 810.602 u
**Electronic energy**: -2809.58924 Eh


Formula: C26H19BrInN5O4S2
Source: the Open Molecules 2025 dataset
Level of theory: ωB97M-V with the def2-TZVPD basis set

```
! RIJCOSX wB97M-V def2-TZVPD def2/J DEFGRID3
* xyz 0 1
In 0.385 0.394 -0.375
Br -2.010 -0.582 -3.407
C -1.906 -1.752 -1.936
C -2.828 -2.778 -1.840
C -2.709 -3.661 -0.780
C -1.673 -3.503 0.124
C -0.806 -2.443 -0.048
N -0.935 -1.560 -1.054
C 0.382 -2.281 0.899
O 0.503 -3.097 1.791
O 1.163 -1.286 0.638
H -3.604 -2.876 -2.584
H -3.417 -4.476 -0.672
H -1.507 -4.173 0.954
C 3.821 2.416 1.892
C 3.126 3.380 2.610
C 1.743 3.397 2.589
C 1.058 2.439 1.844
N 1.750 1.553 1.111
C 3.087 1.523 1.141
C -0.430 2.316 1.815
C -1.218 3.043 2.711
C -2.595 2.905 2.697
C -3.198 2.041 1.790
C -2.415 1.318 0.899
C -1.027 1.441 0.900
H 4.901 2.368 1.906
H 3.664 4.121 3.190
H 1.199 4.148 3.141
H 3.555 0.765 0.527
H -0.766 3.704 3.441
H -3.200 3.465 3.400
H -4.277 1.936 1.778
H -2.898 0.664 0.181
N 4.798 6.294 -3.410
C 4.083 5.120 -3.279
C 3.622 4.709 -2.019
C 2.936 3.522 -1.882
C 2.706 2.722 -3.002
C 3.154 3.117 -4.254
C 3.844 4.307 -4.390
S 1.762 1.257 -2.831
O 1.663 0.627 -4.115
O 2.328 0.463 -1.726
N 0.367 1.678 -2.168
C -0.642 2.388 -2.800
S -0.483 3.143 -4.373
C -2.096 3.731 -4.232
C -2.623 3.318 -3.059
N -1.806 2.554 -2.254
H 4.722 6.968 -2.670
H 4.882 6.688 -4.330
H 3.808 5.331 -1.150
H 2.574 3.211 -0.910
H 2.962 2.483 -5.111
H 4.204 4.616 -5.365
H -2.548 4.326 -5.011
H -3.625 3.543 -2.717
*
```

Output
**ΔE to the lowest compared entry with this formula, charge and spin**: 18.0 kJ/mol
**Orbital gap**: 8.364 eV
**Molar mass**: 724.325 u
**Electronic energy**: -5137.54277 Eh


Formula: C26H19BrIrNO2S4
Source: the Open Molecules 2025 dataset
Level of theory: ωB97M-V with the def2-TZVPD basis set

```
! RIJCOSX wB97M-V def2-TZVPD def2/J DEFGRID3
* xyz 1 6
Ir -0.195 -0.032 0.492
S 1.287 -3.498 1.516
C 2.679 -3.492 0.533
C 3.620 -4.534 0.673
C 4.729 -4.613 -0.144
C 4.936 -3.658 -1.129
C 4.037 -2.606 -1.287
C 2.934 -2.506 -0.461
S 1.906 -1.059 -0.704
C 2.948 0.141 0.185
C 2.371 1.527 0.137
C 3.205 2.584 -0.205
C 2.709 3.884 -0.177
C 1.422 4.088 0.247
C 0.607 2.992 0.625
C -0.640 3.233 1.192
S -1.667 0.959 -0.842
C -3.097 -0.068 -0.736
C -4.310 0.344 -1.258
C -5.422 -0.487 -1.153
C -5.327 -1.727 -0.536
C -4.115 -2.146 -0.016
C -2.998 -1.312 -0.107
S -1.487 -1.848 0.536
N 1.091 1.708 0.483
H 3.435 -5.278 1.435
H 5.433 -5.426 -0.024
H 5.793 -3.729 -1.785
H 4.196 -1.869 -2.064
H 3.939 0.128 -0.259
H 3.009 -0.183 1.226
H 4.226 2.382 -0.493
H 3.335 4.717 -0.467
H 1.007 5.083 0.328
H -0.992 4.252 1.259
H -1.240 2.442 1.613
H -4.390 1.308 -1.745
H -6.370 -0.162 -1.561
H -6.197 -2.365 -0.461
H -4.020 -3.110 0.469
Br -1.872 1.463 7.892
C -0.635 0.552 6.786
C 0.419 -0.141 7.360
C 1.323 -0.808 6.545
C 1.179 -0.777 5.168
C 0.116 -0.077 4.608
C -0.802 0.589 5.414
C -0.063 -0.039 3.137
O -1.111 0.438 2.625
O 0.845 -0.501 2.370
H 0.529 -0.162 8.436
H 2.142 -1.354 6.994
H 1.875 -1.292 4.519
H -1.629 1.120 4.966
*
```

Output
**ΔE to the lowest compared entry with this formula, charge and spin**: 0.0 kJ/mol
**Orbital gap (spin up / spin down)**: 7.978 / 5.576 eV
**Molar mass**: 777.832 u
**Electronic energy**: -5478.25992 Eh


Formula: C26H19BrN2O4PdTe
Source: the Open Molecules 2025 dataset
Level of theory: ωB97M-V with the def2-TZVPD basis set

```
! RIJCOSX wB97M-V def2-TZVPD def2/J DEFGRID3
* xyz 0 1
Pd -1.002 -0.758 -0.395
O 2.767 4.155 3.856
C 2.784 2.815 3.721
O 3.196 2.113 4.605
C 2.243 2.273 2.450
C 2.230 2.982 1.247
C 1.671 2.443 0.112
C 1.064 1.171 0.135
C 1.165 0.431 1.333
C 1.740 0.969 2.456
N 0.309 0.687 -0.893
C 0.413 1.086 -2.151
C -0.593 0.837 -3.118
C -0.467 1.295 -4.448
C -1.471 1.046 -5.352
C -2.603 0.347 -4.933
C -2.653 -0.089 -3.620
N -1.697 0.142 -2.735
H 2.312 4.598 3.127
H 2.675 3.966 1.187
H 1.650 3.022 -0.798
H 0.757 -0.583 1.381
H 1.779 0.408 3.377
H 1.326 1.573 -2.484
H 0.416 1.846 -4.732
H -1.383 1.374 -6.378
H -3.415 0.146 -5.612
H -3.495 -0.664 -3.252
Te -0.480 -2.672 -1.948
C 0.631 -3.877 -0.602
C 1.082 -5.140 -0.980
C 1.941 -5.839 -0.155
C 2.346 -5.299 1.054
C 1.846 -4.075 1.467
C 0.993 -3.370 0.642
H 0.760 -5.568 -1.918
H 2.303 -6.810 -0.456
H 3.039 -5.838 1.680
H 2.134 -3.672 2.425
H 0.575 -2.414 0.960
Br -0.819 4.596 1.435
C -1.465 2.810 1.431
C -2.151 2.348 0.321
C -2.577 1.023 0.288
C -2.279 0.168 1.369
C -1.648 0.688 2.505
C -1.247 2.011 2.541
C -2.834 -1.280 1.393
O -3.546 -1.629 2.309
O -2.457 -1.979 0.395
H -2.362 3.016 -0.501
H -3.230 0.694 -0.527
H -1.504 0.057 3.371
H -0.766 2.419 3.417
*
```

Output
**ΔE to the lowest compared entry with this formula, charge and spin**: 127.2 kJ/mol
**Orbital gap**: 4.890 eV
**Molar mass**: 737.372 u
**Electronic energy**: -4382.55995 Eh